No. 1
Molecular formula: C35H35NO5
Method: DFT, the ωB97M-V functional and the def2-TZVPD basis

Computed properties:
HOMO energy   -8.166 eV
ΔE to the lowest compared entry with this formula, charge and spin   0.530 eV
SMILES   Cc1ccc([C@H](c2ccc(Oc3ccccc3)cc2)C2(Cc3ccc(N(C)C)cc3)C(=O)OC(C)(C)OC2=O)cc1

```
76
C35H35NO5 | the OMol25 dataset | the ωB97M-V functional and the def2-TZVPD basis
C -6.2652 -2.7757 -3.5577
C -4.9304 -2.4946 -2.8933
C -4.8644 -1.6440 -1.7795
C -3.6647 -1.5404 -1.0314
C -2.4317 -2.1085 -1.4095
C -1.1611 -1.4434 -0.7590
C 0.0184 -1.4155 -1.7449
C 0.6463 -2.6041 -2.2361
C 1.7974 -2.5040 -3.0488
C 2.3284 -1.1930 -3.2294
O 3.6121 -1.0590 -3.7862
C 3.8091 -0.7687 -5.1441
C 4.7169 0.2621 -5.4183
C 4.9836 0.5824 -6.7367
C 4.4026 -0.1570 -7.7707
C 3.4777 -1.1649 -7.4677
C 3.1332 -1.4546 -6.1534
C 1.6973 0.0032 -2.8145
C 0.4235 -0.1514 -2.2691
C -0.6677 -1.3615 0.6838
C 0.3671 -0.1061 0.9810
C -0.0290 1.0499 1.8991
C -0.9318 2.0588 1.4776
C -1.1784 3.1887 2.2706
C -0.4170 3.4082 3.4353
N -0.4786 4.6549 4.1043
C -1.6080 4.8823 4.9956
C -0.0747 5.8496 3.3652
C 0.4426 2.3844 3.9029
C 0.5645 1.2040 3.1664
C 0.0501 -2.4774 1.5723
O 1.2336 -2.7279 1.6786
O -0.7471 -3.2379 2.4884
C -2.1126 -3.5744 2.0503
C -1.9751 -4.7101 1.0209
C -2.9883 -3.9348 3.2658
O -2.6956 -2.3691 1.4199
C -1.9746 -1.2113 1.4314
O -2.5164 -0.1782 1.7921
C -2.5043 -2.8228 -2.6414
C -3.7168 -3.0604 -3.3464
H -6.1796 -3.5670 -4.3198
H -6.9258 -3.1793 -2.7717
H -6.7924 -1.9029 -4.0003
H -5.7406 -1.0708 -1.4544
H -3.6497 -0.8662 -0.1908
H -1.4308 -0.3176 -0.6379
H 0.2108 -3.5924 -1.9994
H 2.2305 -3.3656 -3.5607
H 5.1573 0.8242 -4.5858
H 5.6363 1.4260 -6.9701
H 4.6054 0.0947 -8.8219
H 2.9838 -1.7106 -8.2654
H 2.3471 -2.1667 -5.8803
H 2.1216 1.0258 -2.9747
H -0.2049 0.7577 -2.2119
H 0.6832 0.3497 -0.0163
H 1.3043 -0.5720 1.3589
H -1.4301 2.0103 0.5066
H -1.9359 3.9211 1.9729
H -1.9290 3.9162 5.4096
H -1.3300 5.5544 5.8248
H -2.4700 5.3428 4.4661
H 0.6979 5.5661 2.6356
H -0.9243 6.3181 2.8254
H 0.3434 6.6082 4.0500
H 1.0211 2.5684 4.8097
H 1.2080 0.3967 3.5367
H -1.4353 -4.3517 0.1302
H -1.3622 -5.5127 1.4692
H -2.9514 -5.1160 0.7019
H -3.1838 -3.0298 3.8379
H -3.9596 -4.3438 2.9616
H -2.4869 -4.6475 3.9303
H -1.5900 -3.1410 -3.1453
H -3.7038 -3.6697 -4.2625
```

***

No. 2
Molecular formula: C35H36AuN4O2STe
Method: DFT, the ωB97M-V functional and the def2-TZVPD basis

Computed properties:
Charge   -1
HOMO energy   -3.700 eV
ΔE to the lowest compared entry with this formula, charge and spin   0.154 eV

```
80
C35H36AuN4O2STe | the OMol25 dataset | the ωB97M-V functional and the def2-TZVPD basis
Au 0.4284 -0.4448 -1.3794
O -3.9753 0.8500 5.6123
C -3.9124 0.3577 4.3435
O -4.9324 0.0330 3.8010
C -2.5615 0.2440 3.7352
C -2.4188 -0.5706 2.6104
C -1.1937 -0.7156 1.9927
C -0.0807 -0.0414 2.5019
C -0.2106 0.7773 3.6207
C -1.4478 0.9200 4.2239
N 1.1280 -0.1249 1.8207
C 2.1020 -0.7787 2.2536
C 3.3284 -0.8795 1.4468
C 4.2702 -1.8580 1.7471
C 5.3256 -2.0577 0.8745
C 5.4031 -1.2697 -0.2607
C 4.4359 -0.2898 -0.4463
N 3.4279 -0.0811 0.3865
H -3.0800 0.9675 5.9511
H -3.2921 -1.0794 2.2251
H -1.0767 -1.3256 1.1050
H 0.6422 1.3455 3.9667
H -1.5262 1.6106 5.0579
H 2.0871 -1.3493 3.1924
H 4.1518 -2.4749 2.6302
H 6.0626 -2.8271 1.0683
H 6.1905 -1.4027 -0.9904
H 4.4717 0.3517 -1.3211
N 1.5058 -2.2107 -1.3100
C 0.8113 -3.2994 -0.7326
C -0.4311 -3.7740 -1.1764
C -1.0941 -4.7914 -0.5103
C -0.5439 -5.3754 0.6258
C 0.6914 -4.9294 1.0715
C 1.3597 -3.9145 0.3994
H -0.8877 -3.2973 -2.0352
H -2.0595 -5.1245 -0.8741
H -1.0703 -6.1617 1.1522
H 1.1437 -5.3756 1.9508
H 2.3318 -3.5802 0.7329
C -2.1669 4.2274 2.4831
C -1.0903 3.5790 1.6510
C 0.2523 3.8128 1.9337
C 1.2400 3.1937 1.1710
C 2.6959 3.3595 1.5158
C 0.8728 2.3839 0.1089
C -0.4721 2.1118 -0.2086
C -1.4391 2.7284 0.6119
N -0.7638 1.2157 -1.2253
C -1.6979 1.5022 -2.3161
C -0.8767 1.9371 -3.5416
C -2.7168 2.6163 -2.0463
C -2.4701 0.2261 -2.6656
H -1.8225 4.4060 3.5049
H -3.0577 3.5989 2.5304
H -2.4669 5.1927 2.0672
H 0.5272 4.4612 2.7614
H 2.8974 4.3398 1.9550
H 3.3249 3.2403 0.6333
H 3.0114 2.5988 2.2348
H 1.6395 1.8845 -0.4735
H -2.4842 2.4908 0.4661
H -0.3326 2.8569 -3.3108
H -1.5139 2.1128 -4.4161
H -0.1512 1.1620 -3.7874
H -2.2354 3.5324 -1.7040
H -3.4637 2.3217 -1.3075
H -3.2438 2.8377 -2.9777
H -1.7785 -0.5752 -2.9443
H -3.1563 0.3949 -3.5013
H -3.0431 -0.1053 -1.7967
Te 2.3397 -2.5794 -3.1012
C 0.8063 -2.2085 -4.4869
C 0.7737 -1.1649 -5.3736
C -0.3866 -1.1555 -6.1948
C -1.2209 -2.1976 -5.9269
S -0.5952 -3.1831 -4.6786
H 1.5414 -0.4042 -5.3995
H -0.6019 -0.3948 -6.9323
H -2.1786 -2.4083 -6.3756
```

***

No. 3
Molecular formula: C35H36Cl3GeN3O3Y
Method: DFT, the ωB97M-V functional and the def2-TZVPD basis

Computed properties:
Charge   +3
HOMO energy (spin up / spin down)   -15.201 / -15.396 eV
ΔE to the lowest compared entry with this formula, charge and spin   1.652 eV

```
82
C35H36Cl3GeN3O3Y | the OMol25 dataset | the ωB97M-V functional and the def2-TZVPD basis
Y -1.7208 2.4029 2.1895
Cl -7.4780 -0.1584 6.1795
C -6.1987 0.6796 5.4026
C -6.2363 2.0739 5.3301
C -5.2200 2.8024 4.7233
Cl -5.2862 4.5097 4.6615
C -4.1344 2.1317 4.1752
O -3.1078 2.7390 3.6164
C -4.1110 0.7050 4.2101
C -3.1063 -0.0481 3.5606
O -2.1821 0.3793 2.7998
C -5.1452 -0.0118 4.8501
H -7.0718 2.6093 5.7630
H -3.1398 -1.1303 3.7139
H -5.1191 -1.0926 4.8955
C 1.1937 -4.3266 -1.6645
C 2.1438 -3.2786 -2.2568
C 1.6180 -2.8495 -3.6359
C 3.5127 -3.9478 -2.4599
C 2.2826 -2.0434 -1.2982
O 3.2641 -1.1348 -1.7858
C 2.6729 -2.4683 0.1394
C 3.5746 -1.4458 0.8485
C 4.9551 -1.3586 0.2853
C 5.7857 -2.5079 0.2708
C 7.0747 -2.4317 -0.1604
C 7.5833 -1.1772 -0.6021
Cl 9.1660 -1.0756 -1.1262
C 6.7674 -0.0161 -0.5982
C 5.4824 -0.1159 -0.1644
C 0.9445 -1.2832 -1.2935
N 0.8822 -0.0798 -0.4615
C 0.0569 0.1398 0.5519
N 0.1631 1.4052 0.9645
C 1.1155 1.9162 0.1177
N 1.5606 1.0557 -0.7538
H 1.0883 -5.1526 -2.3677
H 0.1898 -3.9337 -1.4946
H 1.5632 -4.7476 -0.7291
H 1.8370 -3.6251 -4.3684
H 2.0765 -1.9252 -3.9929
H 0.5349 -2.7159 -3.6390
H 3.3826 -4.8180 -3.1022
H 3.9637 -4.3009 -1.5328
H 4.2412 -3.3151 -2.9768
H 3.7907 -1.5749 -2.4623
H 3.1802 -3.4317 0.1203
H 1.7801 -2.6374 0.7455
H 3.6873 -1.7681 1.8912
H 3.1279 -0.4524 0.8615
H 5.3964 -3.4492 0.6362
H 7.7351 -3.2882 -0.1641
H 7.1916 0.9161 -0.9447
H 4.8288 0.7456 -0.1702
H 0.1526 -1.9228 -0.9064
H 0.6786 -0.9829 -2.3035
H -0.6076 -0.6065 0.9595
H 1.4691 2.9340 0.1559
Ge -3.5599 2.7241 -0.0342
C -2.4319 4.1408 -0.6567
C -2.8689 5.4544 -0.4158
C -2.1276 6.5333 -0.8677
C -0.9345 6.3186 -1.5470
C -0.4763 5.0241 -1.7711
C -1.2128 3.9418 -1.3229
C -3.4632 0.9069 -0.6431
C -4.3319 -0.0293 -0.0684
C -4.3365 -1.3438 -0.5041
C -3.4748 -1.7378 -1.5214
C -2.6092 -0.8172 -2.1009
C -2.5926 0.4964 -1.6607
H -4.8766 3.1723 0.5810
H -3.8046 5.6338 0.1020
H -2.4851 7.5396 -0.6981
H -0.3631 7.1625 -1.9091
H 0.4478 4.8664 -2.3113
H -0.8501 2.9411 -1.5266
H -5.0319 0.2758 0.7031
H -5.0299 -2.0533 -0.0731
H -3.4996 -2.7577 -1.8815
H -1.9760 -1.1189 -2.9257
H -1.9414 1.2111 -2.1501
```

***

Calculated values (eV) of DFT total energy for the records, taken in order: -48587.325, -68756.801, -142594.071.